C6H13NP | the ωB97M-V functional and the def2-TZVPD basis

The geometry in XYZ format:
```
21
Properties=species:S:1:pos:R:3:lowdin_charge:R:1
P 1.96637 -1.01984 -2.66273 0.818
C 0.88372 -2.04122 -1.57487 -0.357
N -0.02845 -0.93642 -0.72776 -0.004
C 0.54098 0.31333 0.03833 -0.100
C -0.32875 1.00764 1.12345 -0.180
C -1.15921 2.05085 1.11218 -0.022
C -1.68561 1.88114 2.55706 -0.096
C -0.73927 0.60319 2.61196 -0.085
H 1.26189 -0.69290 -3.95949 -0.050
H 2.63435 -2.12517 -3.10284 -0.110
H 0.05793 -2.80554 -1.94456 0.140
H 1.47474 -2.50594 -0.89649 0.024
H -0.33239 -1.38269 0.11679 0.133
H -0.75112 -0.43740 -1.33615 0.191
H 0.81581 1.06850 -0.77848 0.134
H 1.41535 -0.04672 0.40484 0.074
H -1.49148 2.67608 0.28549 0.112
H -1.36347 2.63178 3.25289 0.108
H -2.70346 1.59715 2.45207 0.100
H 0.04475 0.67619 3.28330 0.076
H -1.33571 -0.26546 2.78371 0.093
```

Properties
structure (SMILES): PC[NH2+]CC1=CCC1
energy above the lowest of the compared OMol25 structures with the same formula, charge and spin: 55.9 kcal/mol
charge: +1
Kohn-Sham gap: 10.10 eV
HOMO energy: -13.5 eV